{"formula": "C19H27MnN4O3SSi", "method": "the ωB97M-V functional and the def2-TZVPD basis", "spin_multiplicity": 5, "s_squared": 6.08, "e_above_lowest_kj_mol": 0.0, "lumo_ev": [-7.05, -6.37], "homo_ev": [-14.7, -14.8], "orbital_gap_ev": [7.65, 8.41], "charge": 2, "elements": ["Mn", "N", "C", "O", "C", "C", "C", "C", "N", "C", "H", "H", "H", "H", "H", "H", "O", "C", "O", "C", "N", "C", "C", "C", "H", "H", "H", "H", "H", "H", "H", "H", "H", "C", "Si", "C", "C", "C", "C", "H", "H", "H", "H", "H", "H", "H", "H", "H", "S", "C", "C", "N", "C", "H", "H", "H"], "positions_angstrom": [[-0.47342, 0.51053, -0.44046], [-5.58278, -2.00487, 1.02188], [-5.33725, -1.05887, 1.97185], [-5.72617, -1.12094, 3.11203], [-4.33728, 0.00782, 1.59744], [-4.43570, 1.25671, 2.20745], [-3.48282, 2.22338, 1.93777], [-2.43343, 1.89961, 1.10102], [-2.32326, 0.68755, 0.52760], [-3.26582, -0.23748, 0.76373], [-6.27481, -2.69877, 1.26573], [-5.51316, -1.77176, 0.04599], [-5.25436, 1.43971, 2.89195], [-3.53222, 3.20675, 2.38295], [-1.64306, 2.61173, 0.89126], [-3.13045, -1.20377, 0.29185], [0.19240, -1.72482, -0.08513], [0.62999, -1.20494, 0.95605], [0.39435, 0.00568, 1.25425], [1.46709, -2.01799, 1.91851], [1.71470, -3.37733, 1.30255], [1.27386, -4.43588, 2.30081], [1.30680, -3.69754, 3.62895], [0.78093, -2.31052, 3.25989], [2.42385, -1.51844, 2.06303], [2.69941, -3.49381, 1.06866], [1.18341, -3.41707, 0.42352], [1.93329, -5.29523, 2.22434], [0.26214, -4.73092, 2.03091], [2.32533, -3.64282, 4.01718], [0.69133, -4.19325, 4.37606], [1.01404, -1.54221, 3.99188], [-0.30309, -2.33837, 3.13050], [5.17567, 1.69184, -1.39900], [3.74088, 2.62840, -2.12690], [3.71349, 2.52927, -3.98562], [3.63762, 4.37836, -1.49898], [2.17517, 1.78999, -1.51772], [1.14499, 1.29353, -1.09545], [6.11648, 2.13731, -1.72986], [5.17507, 0.64776, -1.71789], [5.15858, 1.72337, -0.30823], [4.58917, 3.03070, -4.40283], [2.82639, 3.01492, -4.39625], [3.73423, 1.49279, -4.32924], [4.51944, 4.94802, -1.79914], [3.58160, 4.39917, -0.40926], [2.76011, 4.88843, -1.89982], [-1.41317, 0.39827, -4.83088], [-2.86282, 0.65365, -3.95959], [-2.60392, 0.71250, -2.63653], [-1.26953, 0.54865, -2.31559], [-0.53654, 0.37450, -3.39867], [-3.81366, 0.75948, -4.45511], [-3.32888, 0.88708, -1.85897], [0.53580, 0.26013, -3.36045]]}

***

{"formula": "C19H27N2O2", "method": "the ωB97M-V functional and the def2-TZVPD basis", "smiles": "CCOc1ccc2ccccc2c1CNCC[NH+]1CCOCC1", "e_above_lowest_kj_mol": 18.5, "lumo_ev": -2.25, "homo_ev": -11.0, "orbital_gap_ev": 8.71, "charge": 1, "elements": ["C", "C", "O", "C", "C", "C", "C", "C", "C", "C", "C", "C", "C", "C", "N", "C", "C", "N", "C", "C", "O", "C", "C", "H", "H", "H", "H", "H", "H", "H", "H", "H", "H", "H", "H", "H", "H", "H", "H", "H", "H", "H", "H", "H", "H", "H", "H", "H", "H", "H"], "positions_angstrom": [[2.93532, 0.51925, 2.05476], [2.50090, 0.44115, 0.59816], [1.20325, -0.14137, 0.44453], [0.13702, 0.71435, 0.76143], [-0.43200, 0.56587, 2.03843], [-1.48931, 1.33986, 2.41237], [-2.00443, 2.31544, 1.53691], [-3.07372, 3.14316, 1.93897], [-3.56253, 4.11122, 1.10960], [-2.99047, 4.28928, -0.15738], [-1.95885, 3.49623, -0.57868], [-1.43160, 2.47373, 0.24290], [-0.35737, 1.62370, -0.15179], [0.23834, 1.71121, -1.53948], [0.54277, 0.38678, -2.07545], [-0.63600, -0.39017, -2.41617], [-0.21536, -1.85855, -2.45842], [0.39821, -2.22514, -1.15954], [-0.59754, -2.74471, -0.19414], [0.08975, -3.08713, 1.13150], [1.11214, -4.02965, 0.93500], [2.09488, -3.52382, 0.07201], [1.49886, -3.20320, -1.30286], [2.91449, -0.46520, 2.51745], [3.94858, 0.90609, 2.10725], [2.28135, 1.18448, 2.61363], [2.51693, 1.43811, 0.14927], [3.17337, -0.20857, 0.03044], [-0.01234, -0.16464, 2.71293], [-1.93191, 1.22721, 3.39003], [-3.49110, 2.99816, 2.92412], [-4.37769, 4.74464, 1.42242], [-3.36750, 5.06607, -0.80490], [-1.53842, 3.68420, -1.55344], [1.17416, 2.27679, -1.50183], [-0.44405, 2.24794, -2.20803], [1.14343, 0.48754, -2.88762], [-1.09283, -0.11440, -3.37720], [-1.38396, -0.23014, -1.63463], [0.53207, -1.98988, -3.24348], [-1.06201, -2.51252, -2.67105], [0.79096, -1.32292, -0.75442], [-1.36993, -1.99370, -0.02979], [-1.04556, -3.64912, -0.61405], [-0.62592, -3.54167, 1.81723], [0.49647, -2.17118, 1.57906], [2.85659, -4.29892, -0.02180], [2.54999, -2.61824, 0.49833], [2.26799, -2.79060, -1.95630], [1.09459, -4.11703, -1.74629]]}

***

{"formula": "C19H27N2PtSe", "method": "the ωB97M-V functional and the def2-TZVPD basis", "spin_multiplicity": 5, "s_squared": 6.04, "lumo_ev": [-2.15, -5.18], "homo_ev": [-9.1, -11.0], "orbital_gap_ev": [6.97, 5.80], "charge": 1, "elements": ["C", "C", "C", "C", "H", "H", "H", "H", "H", "H", "H", "H", "H", "C", "C", "C", "H", "C", "C", "H", "H", "H", "H", "C", "C", "C", "H", "C", "C", "H", "H", "H", "H", "Pt", "C", "N", "C", "C", "N", "C", "C", "Se", "H", "H", "H", "H", "H", "H", "H", "H"], "positions_angstrom": [[0.66664, -4.43627, 0.27877], [-0.26322, -4.55813, 1.41158], [0.27431, -5.02321, -1.01077], [2.09941, -4.29336, 0.57396], [0.40849, -6.11455, -0.97529], [0.89807, -4.66384, -1.83979], [-0.78530, -4.84934, -1.23895], [-0.25593, -5.59607, 1.77667], [-1.29943, -4.33490, 1.12889], [0.04179, -3.92686, 2.25571], [2.53731, -5.28238, 0.77460], [2.27029, -3.68569, 1.47141], [2.66294, -3.88312, -0.27159], [-2.40955, 0.37351, -0.84143], [-1.93234, -0.74875, -1.67341], [-1.81807, -1.90214, -0.83036], [-1.90041, -0.72779, -2.75687], [-2.08353, -1.51987, 0.50169], [-2.36739, -0.11705, 0.54067], [-2.70511, 0.44742, 1.40962], [-2.88403, 1.27880, -1.20823], [-1.65875, -2.92062, -1.17674], [-2.17711, -2.19701, 1.34431], [2.48947, 0.32164, -0.39264], [1.54386, 0.82178, -1.39028], [1.03403, -0.39147, -2.10330], [1.49858, 1.81821, -1.83229], [1.61336, -1.53072, -1.44897], [2.47927, -1.08111, -0.42354], [3.12960, -1.73102, 0.16810], [3.17799, 0.95021, 0.17247], [0.57449, -0.36932, -3.09189], [1.45469, -2.56438, -1.75335], [-0.36805, 0.53902, -0.61283], [2.06863, 4.63746, 1.24103], [0.65089, 4.78345, 0.98929], [-0.00398, 5.98087, 0.74686], [-1.30928, 5.68075, 0.52083], [-1.43395, 4.30140, 0.61681], [-2.66735, 3.56789, 0.48028], [-0.21514, 3.73652, 0.87302], [0.26716, 1.98989, 1.21606], [2.24340, 3.94988, 2.07627], [2.46138, 5.62986, 1.48583], [2.59954, 4.24186, 0.36767], [0.52157, 6.92139, 0.77811], [-2.15686, 6.31938, 0.32634], [-3.48828, 4.25359, 0.68879], [-2.78054, 3.16820, -0.52868], [-2.70354, 2.73597, 1.18555]]}

***

{"formula": "C19H27N3O3", "method": "the ωB97M-V functional and the def2-TZVPD basis", "smiles": "COc1ccccc1N1CCN(CCCCN2C(=O)CCC2=O)CC1", "e_above_lowest_kj_mol": 221.1, "lumo_ev": 0.66, "homo_ev": -7.4, "orbital_gap_ev": 8.06, "elements": ["C", "O", "C", "C", "C", "C", "C", "C", "N", "C", "C", "N", "C", "C", "C", "C", "N", "C", "O", "C", "C", "C", "O", "C", "C", "H", "H", "H", "H", "H", "H", "H", "H", "H", "H", "H", "H", "H", "H", "H", "H", "H", "H", "H", "H", "H", "H", "H", "H", "H", "H", "H"], "positions_angstrom": [[-3.64412, -3.18365, -0.57909], [-3.03687, -1.93780, -0.35736], [-3.84147, -0.85658, -0.06973], [-5.21186, -0.95181, 0.08842], [-5.98792, 0.17702, 0.31478], [-5.38393, 1.41385, 0.38000], [-4.01037, 1.52115, 0.24604], [-3.20319, 0.40349, 0.03348], [-1.83966, 0.52719, -0.13688], [-1.25234, 1.81333, -0.43103], [0.17984, 1.59765, -0.92338], [1.04589, 0.99515, 0.08532], [1.95878, 1.90442, 0.75469], [2.97260, 2.56025, -0.18511], [3.61479, 1.60690, -1.19045], [4.49418, 0.52191, -0.56819], [3.75160, -0.64172, -0.12543], [3.74569, -1.07452, 1.17901], [4.26132, -0.49289, 2.09898], [3.02137, -2.40550, 1.22344], [2.45358, -2.58589, -0.17761], [3.07023, -1.46743, -0.99358], [3.00568, -1.31216, -2.18372], [0.26676, 0.24269, 1.05388], [-0.90540, -0.45561, 0.37306], [-4.36718, -3.14215, -1.40043], [-4.14045, -3.56180, 0.32171], [-2.83341, -3.85941, -0.84972], [-5.70158, -1.91020, 0.01805], [-7.05636, 0.07578, 0.42707], [-5.97388, 2.30300, 0.54516], [-3.55748, 2.49665, 0.31901], [-1.83792, 2.29876, -1.21722], [-1.23788, 2.48140, 0.44659], [0.59406, 2.55138, -1.24856], [0.15156, 0.92864, -1.79127], [1.41977, 2.70143, 1.30118], [2.49766, 1.31378, 1.49961], [3.74904, 3.01644, 0.43311], [2.49379, 3.36682, -0.74491], [2.84259, 1.12803, -1.79021], [4.24341, 2.19647, -1.86049], [5.21720, 0.17929, -1.31557], [5.03019, 0.90219, 0.30488], [2.26771, -2.40297, 2.00998], [3.75162, -3.17619, 1.47775], [2.69535, -3.54817, -0.62782], [1.36937, -2.47080, -0.20367], [-0.12463, 0.89014, 1.85948], [0.92202, -0.49573, 1.52411], [-0.53141, -1.08508, -0.44475], [-1.40837, -1.09710, 1.09743]]}

***

{"formula": "C19H27N3O3S", "method": "the ωB97M-V functional and the def2-TZVPD basis", "smiles": "CC(C)(C)OC(=O)NCCCCCc1nnc(SCc2ccccc2)o1", "e_above_lowest_kj_mol": 113.1, "lumo_ev": 0.56, "homo_ev": -8.7, "orbital_gap_ev": 9.29, "elements": ["C", "C", "C", "C", "O", "C", "O", "N", "C", "C", "C", "C", "C", "C", "N", "N", "C", "S", "C", "C", "C", "C", "C", "C", "C", "O", "H", "H", "H", "H", "H", "H", "H", "H", "H", "H", "H", "H", "H", "H", "H", "H", "H", "H", "H", "H", "H", "H", "H", "H", "H", "H", "H"], "positions_angstrom": [[3.22566, -1.43770, -0.88522], [2.37821, -0.90686, -2.04083], [2.78804, -1.54445, -3.36784], [2.48701, 0.61624, -2.11176], [0.96791, -1.14667, -1.79629], [0.51686, -2.40162, -1.62717], [1.17794, -3.41414, -1.64530], [-0.81991, -2.37891, -1.41782], [-1.59415, -3.55918, -1.12012], [-2.11917, -3.59522, 0.32385], [-1.19294, -4.30798, 1.31155], [0.13979, -3.62034, 1.61275], [0.01567, -2.33134, 2.45220], [0.06189, -1.08757, 1.65376], [1.05993, -0.27915, 1.53374], [0.67804, 0.73681, 0.72921], [-0.54972, 0.49276, 0.39628], [-1.58764, 1.37618, -0.65375], [-0.56905, 2.89209, -0.87085], [-0.67857, 3.78031, 0.32393], [-1.79848, 4.58694, 0.49388], [-1.91571, 5.39419, 1.61013], [-0.91684, 5.39930, 2.56979], [0.19783, 4.59411, 2.40853], [0.31854, 3.78584, 1.29162], [-1.01664, -0.64422, 0.95459], [4.26043, -1.14086, -1.03120], [3.17150, -2.52183, -0.84196], [2.86999, -1.02621, 0.05752], [3.82508, -1.30381, -3.58412], [2.68026, -2.62426, -3.31183], [2.16101, -1.16852, -4.17397], [1.81410, 1.00314, -2.87355], [3.50509, 0.90354, -2.35649], [2.21854, 1.03950, -1.14694], [-1.28948, -1.48774, -1.43528], [-0.94219, -4.41472, -1.31044], [-2.43865, -3.59857, -1.81599], [-2.31730, -2.57637, 0.65737], [-3.07201, -4.12883, 0.32284], [-1.73322, -4.44641, 2.25255], [-0.97231, -5.30120, 0.91380], [0.67580, -3.41941, 0.68742], [0.74625, -4.32595, 2.18312], [-0.91824, -2.35106, 3.01831], [0.85001, -2.26953, 3.15104], [0.44905, 2.55256, -1.04343], [-0.97683, 3.36068, -1.76583], [-2.58055, 4.57596, -0.25221], [-2.78811, 6.01904, 1.73235], [-1.00933, 6.02848, 3.44265], [0.97683, 4.59216, 3.15629], [1.17966, 3.14656, 1.17111]]}

***

{"formula": "C19H27N8O5SV", "method": "the ωB97M-V functional and the def2-TZVPD basis", "spin_multiplicity": 4, "s_squared": 3.76, "e_above_lowest_kj_mol": 6.7, "lumo_ev": [2.24, 2.24], "homo_ev": [-4.0, -5.9], "orbital_gap_ev": [6.21, 8.12], "charge": -1, "elements": ["V", "O", "C", "C", "N", "C", "C", "O", "O", "C", "C", "O", "O", "H", "H", "H", "H", "H", "H", "H", "H", "H", "N", "C", "S", "N", "C", "C", "C", "C", "C", "C", "H", "H", "H", "H", "H", "H", "H", "H", "N", "C", "C", "C", "C", "C", "N", "C", "N", "N", "N", "H", "H", "H", "H", "H", "H", "H", "H", "H", "H"], "positions_angstrom": [[0.25708, -0.72968, -1.70143], [-2.00565, -0.18954, -1.82984], [-2.63661, -0.51030, -3.08218], [-1.75938, -1.41598, -3.95503], [-0.66146, -2.08170, -3.19229], [-1.09246, -3.41573, -2.70412], [-2.37638, -3.40531, -1.87472], [-3.08279, -4.41348, -2.00318], [-2.60502, -2.38192, -1.13209], [0.52241, -2.17874, -4.11109], [1.00525, -0.76418, -4.47059], [1.49354, -0.53970, -5.55865], [0.78897, 0.12118, -3.51631], [-2.20111, -1.05037, -1.33793], [-2.81969, 0.42136, -3.60887], [-3.58921, -0.98065, -2.87455], [-1.30694, -0.81374, -4.73311], [-2.36349, -2.17848, -4.44940], [-0.28807, -3.80784, -2.08534], [-1.25246, -4.09951, -3.53761], [0.27010, -2.70253, -5.03379], [1.32600, -2.70738, -3.60552], [1.45746, 2.50397, -2.50122], [1.33301, 2.55729, -1.18361], [0.79315, 1.24484, -0.27052], [1.70643, 3.75878, -0.64311], [1.72688, 4.21925, 0.69666], [2.62890, 5.24024, 0.98379], [2.69909, 5.78900, 2.25535], [1.86856, 5.31682, 3.26364], [0.96566, 4.30553, 2.96849], [0.88005, 3.75585, 1.69251], [1.29979, 1.60653, -3.01323], [1.93296, 3.24225, -2.99271], [2.19566, 4.36633, -1.27573], [3.28938, 5.60376, 0.20156], [3.41226, 6.57981, 2.45597], [1.92474, 5.73149, 4.26224], [0.30250, 3.92959, 3.73982], [0.16442, 2.97320, 1.47478], [3.27353, -1.81893, -1.47763], [2.17052, -1.43806, -1.53439], [-0.34893, -0.04768, 4.10978], [-0.86799, -1.45242, 4.41174], [0.27962, -2.39207, 4.76968], [-1.73012, -1.98388, 3.27285], [-1.03729, -2.05892, 1.98339], [-0.98665, -1.17541, 1.00801], [-0.21765, -1.63957, 0.05456], [0.20485, -2.88215, 0.48659], [-0.28624, -3.12857, 1.64354], [0.19655, 0.35216, 4.96907], [-1.16486, 0.64843, 3.87704], [0.34150, -0.04957, 3.25915], [-1.55069, -1.39522, 5.26618], [0.96553, -2.52442, 3.92815], [-0.08294, -3.38506, 5.05434], [0.85005, -1.98247, 5.60833], [-2.58305, -1.32788, 3.11751], [-2.10504, -2.98080, 3.48551], [-1.52421, -0.23782, 0.98955]]}

***

Number 1: calculated total energy -82264.6290 eV, molecular weight 474.54 g/mol. Number 2: calculated total energy -27210.3083 eV, molecular weight 315.44 g/mol. Number 3: calculated total energy -91702.5765 eV, molecular weight 557.48 g/mol. Number 4: calculated total energy -30754.4480 eV, molecular weight 345.44 g/mol. Number 5: calculated total energy -41590.0800 eV, molecular weight 377.51 g/mol. Number 6: calculated total energy -78826.6021 eV, molecular weight 530.49 g/mol.